Formula: C26H24N3O9PS3Yb
Source: the Open Molecules 2025 dataset
Level of theory: ωB97M-V/def2-TZVPD

Geometry as XYZ:
```
67
C26H24N3O9PS3Yb, DFT ωB97M-V/def2-TZVPD
Yb -0.0889 -0.4066 -0.3799
O -2.0098 0.4313 0.8441
S -1.2058 1.1694 1.8391
O -1.7441 2.4347 2.2540
O 0.1525 1.2528 1.2507
C -1.1053 0.1611 3.2908
C -0.9658 0.8341 4.5004
C -0.8098 0.1067 5.6679
C -0.7949 -1.2791 5.6169
C -0.9435 -1.9406 4.4066
C -1.1077 -1.2396 3.2183
P -1.2625 -2.0726 1.5782
C -0.7127 -3.7844 1.9574
C 0.6439 -4.0255 2.2044
C 1.0974 -5.3146 2.4448
C 0.2119 -6.3854 2.4296
C -1.1314 -6.1577 2.1730
C -1.5906 -4.8650 1.9394
C -3.1032 -2.3102 1.4970
C -3.7096 -2.5134 0.2564
C -5.0818 -2.7123 0.1609
C -5.8753 -2.7053 1.3014
C -5.2851 -2.4970 2.5407
C -3.9121 -2.2998 2.6335
H -0.9770 1.9161 4.5078
H -0.6882 0.6213 6.6140
H -0.6634 -1.8540 6.5274
H -0.9229 -3.0238 4.3825
H 1.3368 -3.1952 2.1960
H 2.1505 -5.4838 2.6351
H 0.5692 -7.3923 2.6094
H -1.8289 -6.9867 2.1483
H -2.6412 -4.7044 1.7335
H -3.1020 -2.5189 -0.6399
H -5.5290 -2.8662 -0.8145
H -6.9468 -2.8560 1.2253
H -5.8919 -2.4839 3.4401
H -3.4746 -2.1350 3.6085
C 3.7972 1.6974 -2.1444
C 2.3367 1.3271 -2.2213
O 1.8004 0.8051 -1.2636
N 1.6943 1.6467 -3.3683
C 0.3347 1.2459 -3.7443
C -0.7653 2.0145 -3.0522
C -1.8620 2.4579 -3.7699
C -2.8737 3.1250 -3.1017
C -2.7278 3.3647 -1.7487
C -1.5942 2.8817 -1.1159
N -0.6366 2.1806 -1.7338
H 4.3118 0.9176 -1.5871
H 3.8936 2.6298 -1.5842
H 4.2585 1.8196 -3.1258
H 2.2548 2.0770 -4.0789
H 0.2222 0.1872 -3.5459
H 0.2498 1.3922 -4.8180
H -1.9259 2.2623 -4.8339
H -3.7566 3.4595 -3.6333
H -3.4786 3.8950 -1.1769
H -1.4543 3.0631 -0.0600
O -1.6227 -0.6908 -1.9181
S -0.8320 -1.9372 -2.2996
O -1.3221 -2.5538 -3.5013
O -0.8479 -2.7761 -1.0831
O 0.5732 -1.4137 -2.3845
O 2.1620 -0.5411 3.2756
S 2.3901 -0.4101 1.8428
N 1.6124 -1.1919 0.8764
```

The HOMO-LUMO gap (alpha / beta) is 7.706 / 7.723 eV. The spin multiplicity is 2. Its total energy is -123581.2800 eV. As for the net charge: -1. The energy relative to the best compared isomer or geometry (same formula, charge and spin) is 0.303 eV.